Entry from OMol25: one molecule with the formula C8H11BO2 (the ωB97M-V functional and the def2-TZVPD basis).

Computed properties:
**Energy above the lowest of the compared OMol25 structures with the same formula, charge and spin**: 15.3 kcal per mole
**Gap between HOMO and LUMO**: 9.9525 eV
**LUMO energy**: 0.622 eV
**SMILES string**: OB(O)CCc1ccccc1
**Largest force on an atom**: 0.0559 Eh/bohr
**HOMO level**: -9.331 eV

Last column: Löwdin charge in e.
Cartesian coordinates (Å):
O 1.088 1.945 0.515  0.111
B 1.098 0.927 1.522  -0.677
O 0.507 1.109 2.753  0.164
C 1.929 -0.370 1.245  -0.073
C 1.430 -1.002 -0.096  -0.161
C 0.002 -0.809 -0.529  -0.258
C -0.232 -0.243 -1.776  -0.055
C -1.491 0.185 -2.123  -0.092
C -2.544 0.177 -1.253  -0.110
C -2.333 -0.291 -0.010  -0.071
C -1.059 -0.767 0.339  -0.044
H 1.537 1.593 -0.294  0.111
H 0.059 1.927 2.424  0.125
H 3.008 -0.286 1.183  0.103
H 1.727 -1.016 2.113  0.108
H 2.151 -0.713 -0.906  0.121
H 1.544 -2.126 -0.059  0.131
H 0.591 -0.114 -2.458  0.110
H -1.596 0.655 -3.106  0.111
H -3.482 0.584 -1.612  0.110
H -3.106 -0.339 0.749  0.110
H -0.826 -1.025 1.379  0.126

Cartesian forces (eV/Å) of the 6 atoms listed first:
O 0.09 -1.41 0.56
B 1.85 0.38 -0.93
O -0.53 1.63 -2.31
C -1.21 -0.96 -0.05
C 1.12 -2.29 -0.17
C 0.50 2.07 -0.31

***

Entry from OMol25: one molecule with the formula C6H10N2O (the ωB97M-V functional and the def2-TZVPD basis).

Computed properties:
**Energy above the lowest of the compared OMol25 structures with the same formula, charge and spin**: 137.1 kcal per mole
**Gap between HOMO and LUMO (spin up / spin down)**: 7.9388 / 7.9384 eV
**LUMO energy (spin up / spin down)**: 0.285 / 0.283 eV
**SMILES string**: C=C(C)/C(N)=C(\C)N=O
**Largest force on an atom**: 0.1430 Eh/bohr
**HOMO level (spin up / spin down)**: -7.654 / -7.655 eV

Last column: Löwdin charge in e.
Cartesian coordinates (Å):
C 1.932 0.153 0.926  0.012
C 1.100 -0.455 0.086  -0.250
C 1.489 -1.345 -1.044  -0.090
C -0.713 -0.383 0.384  -0.261
N -1.260 -1.584 0.701  0.105
C -0.994 0.806 -0.001  -0.179
C -0.452 2.100 -0.463  -0.075
N -2.792 0.951 0.311  0.017
O -3.554 0.100 -0.073  -0.054
H 1.583 0.761 1.757  0.060
H 2.995 -0.098 0.956  0.062
H 1.165 -0.930 -2.003  0.081
H 2.575 -1.504 -1.090  0.078
H 1.031 -2.334 -0.936  0.075
H -2.280 -1.563 0.728  0.078
H -0.846 -2.024 1.515  0.106
H 0.031 2.637 0.358  0.080
H 0.259 1.980 -1.284  0.082
H -1.269 2.733 -0.827  0.074

Cartesian forces (eV/Å) of the 6 atoms listed first:
C -0.23 -0.55 0.39
C -2.71 -0.63 1.36
C 0.16 -0.29 -0.05
C 7.24 -0.47 -1.23
N -1.09 -0.22 0.22
C -5.82 0.69 0.08